(1)
Below is a structure of composition C20H58O11S9Tl at a distorted geometry, with properties calculated with wB97M-V/def2-TZVPD.

Output
Energy above the lowest of the compared OMol25 structures with the same formula, charge and spin (kJ/mol): 460.0
HOMO energy (eV): -10.38
Charge: +1

Structure (XYZ):
```
99
C20H58O11S9Tl, DFT wB97M-V/def2-TZVPD
C -5.76 0.36 4.44
O 8.32 2.35 2.32
C -7.39 2.13 5.55
S -5.87 1.16 6.07
O 5.89 6.75 -5.31
H -4.91 -0.32 4.37
H -5.20 6.67 -2.83
H 5.01 0.90 2.92
H 4.17 4.56 -5.39
C -0.35 6.61 4.37
H -4.49 5.11 -2.70
H 6.43 -4.71 -2.95
H 1.46 -9.27 -2.34
H -6.51 8.02 -0.93
H -2.51 -8.76 -2.06
H -7.64 2.39 4.52
O -5.47 -4.16 -2.32
H 5.00 6.18 -8.71
O 1.96 -5.74 6.95
H -8.22 1.46 5.81
H -1.22 4.07 3.67
H 4.61 -1.03 -4.65
C 5.60 -1.47 -4.81
C 6.13 2.52 0.81
H -5.18 7.80 0.24
H 0.27 1.50 -0.68
Tl -1.12 -2.74 -6.20
H -6.25 -1.81 -1.03
H 4.90 7.60 -7.84
H -5.03 -3.70 0.49
H 4.69 -4.67 5.60
H -7.21 3.00 6.17
H -5.49 -5.43 0.28
O 4.09 -3.75 -4.87
H -1.27 -7.54 -1.78
H 0.46 -6.67 4.62
H -6.58 -4.42 1.09
O -0.01 -1.97 -1.08
H -6.88 7.46 0.68
H 6.49 6.93 -8.55
H 0.40 3.89 4.35
H 6.21 -1.04 -4.02
C 0.25 -0.69 -0.52
C -6.13 7.40 -0.11
H 1.31 -0.60 -0.24
S 5.56 -3.36 -4.77
C -1.44 -8.60 -1.96
H 5.14 -3.68 -2.44
C -0.20 0.68 -1.22
C 6.08 0.93 3.09
H 6.69 0.17 2.59
S -0.52 -8.85 -3.55
H -3.93 6.35 -1.69
H -0.90 3.07 5.04
H 0.70 6.53 4.09
H 6.11 0.86 4.17
H -0.99 -9.28 -1.23
H -0.50 7.62 4.75
H -0.27 -0.68 0.44
C 1.20 -8.45 -3.01
H 5.12 2.91 0.69
C -0.65 4.03 4.60
C -5.84 -4.40 0.30
S 2.17 -5.16 5.60
C 1.48 -6.35 4.41
S 5.76 5.76 -6.47
H -5.68 1.17 3.72
H 6.09 1.47 0.51
C -4.85 5.94 -2.10
S -6.67 -4.17 -1.36
C 4.09 4.99 -6.39
O -6.23 0.00 7.04
H 4.39 -6.32 5.45
H 3.27 5.71 -6.32
C -7.17 -2.39 -1.15
H -1.24 0.90 -0.98
O -2.34 5.98 5.72
O -7.29 5.28 -1.12
O -0.12 0.86 -2.63
H 6.86 3.02 0.17
H -0.90 6.49 3.44
C 5.57 6.76 -7.99
C 6.03 -3.71 -3.07
S -5.90 5.66 -0.64
H 1.98 -8.43 -3.78
C 3.96 -5.36 5.18
O -0.87 -7.72 -4.50
H 1.05 -7.57 -2.40
S -0.90 5.47 5.72
H 6.84 -3.11 -2.67
H 6.02 -1.10 -5.75
H -7.69 -2.11 -2.07
H 3.90 4.24 -7.15
H -6.60 -0.27 4.11
H -7.78 -2.24 -0.26
H 4.03 -5.26 4.10
S 6.82 2.57 2.53
H 2.02 -7.30 4.38
H 1.52 -5.87 3.43
```

(2)
Below is a cluster of 9 separate species, C20H58O16 in total at a distorted geometry, with properties calculated with wB97M-V/def2-TZVPD.

Output
Energy above the lowest of the compared OMol25 structures with the same formula, charge and spin (kJ/mol): 0.0
HOMO energy (eV): -9.63
Structure (SMILES): CC(C)O.CC(C)O.OCCO.OCCO.OCCO.OCCO.OCCO.OCCO.OCCO

Structure (XYZ):
```
94
C20H58O16, DFT wB97M-V/def2-TZVPD
H 4.50 -14.12 -12.60
H 2.63 -10.63 -12.69
H 6.29 -11.04 -14.25
H 3.90 -17.15 -10.83
C 3.67 -15.83 -15.22
C 7.71 -12.48 -11.03
H 4.72 -9.54 -11.83
H 4.53 -17.39 -12.44
H 7.01 -14.01 -12.25
C 3.16 -10.78 -11.75
O 5.86 -19.63 -11.89
H 3.03 -16.55 -14.70
H 9.35 -15.65 -12.98
H 7.60 -18.25 -10.55
O 10.51 -8.83 -7.81
H 5.23 -19.17 -10.01
C 10.13 -9.72 -14.00
H 7.61 -11.85 -11.92
H 8.76 -12.76 -11.01
H 6.82 -17.07 -11.59
H 12.41 -13.39 -11.71
O 9.70 -15.04 -12.32
H 7.69 -12.21 -9.10
H 7.23 -9.21 -8.45
O 5.42 -13.31 -11.13
H 3.07 -11.84 -11.53
C 5.54 -14.06 -6.77
H 7.88 -10.85 -7.07
O 12.33 -15.08 -10.50
C 9.36 -9.13 -8.58
C 11.08 -14.80 -12.59
H 5.37 -14.32 -7.82
H 6.48 -16.99 -9.88
C 6.12 -10.26 -15.00
O 6.41 -8.99 -14.43
H 5.13 -14.32 -14.83
H 11.62 -15.70 -12.91
O 2.84 -15.00 -16.01
H 2.37 -14.39 -15.43
O 8.07 -9.98 -6.70
H 4.02 -9.85 -14.66
H 5.89 -15.83 -6.06
H 1.49 -10.39 -10.49
C 5.49 -18.64 -10.93
H 8.00 -13.53 -6.84
H 4.34 -16.38 -15.88
H 6.07 -8.33 -15.05
H 4.43 -11.43 -15.49
C 4.65 -10.37 -15.38
H 9.45 -10.11 -9.06
H 8.00 -8.06 -7.32
H 11.00 -11.19 -12.61
C 6.67 -17.69 -10.70
C 8.07 -9.05 -7.78
C 11.71 -14.15 -11.36
O 4.42 -9.79 -16.70
O 6.37 -15.01 -6.13
C 4.33 -17.90 -11.50
O 2.35 -8.62 -10.98
O 9.21 -9.78 -15.08
O 7.55 -12.81 -7.29
H 6.80 -19.83 -11.84
H 5.32 -15.82 -13.85
H 10.99 -13.56 -10.78
H 3.12 -8.15 -10.65
C 6.79 -13.68 -11.23
H 9.57 -11.73 -13.44
O 4.54 -10.49 -11.88
H 11.13 -11.66 -14.28
H 3.52 -18.61 -11.70
H 6.25 -12.32 -5.71
H 3.01 -10.16 -9.68
O 3.85 -14.49 -13.22
H 10.32 -8.69 -12.10
C 2.50 -10.00 -10.63
H 3.64 -10.25 -17.02
C 9.54 -8.99 -12.80
H 9.33 -8.42 -9.42
H 9.08 -8.03 -13.06
H 8.33 -9.59 -14.73
C 10.48 -11.14 -13.57
C 4.61 -15.10 -14.28
H 11.04 -9.24 -14.35
H 10.71 -7.90 -7.91
O 7.37 -11.73 -9.88
H 5.35 -12.37 -11.34
H 8.76 -9.59 -12.33
H 11.67 -15.50 -9.94
C 6.23 -12.71 -6.73
H 11.24 -14.12 -13.44
H 6.69 -10.56 -15.89
H 5.68 -11.99 -7.33
H 4.56 -13.92 -6.31
H 7.03 -14.47 -10.53
```

> The highest energy above the lowest of the compared OMol25 structures with the same formula, charge and spin belongs to which entry?

C20H58O11S9Tl

> Which value of HOMO energy does entry 1 give?

-10.38 eV

Repeat the first record exactly.
Below is a structure of composition C20H58O11S9Tl at a distorted geometry, with properties calculated with wB97M-V/def2-TZVPD.

Output
Energy above the lowest of the compared OMol25 structures with the same formula, charge and spin (kJ/mol): 460.0
HOMO energy (eV): -10.38
Charge: +1

Structure (XYZ):
```
99
C20H58O11S9Tl, DFT wB97M-V/def2-TZVPD
C -5.76 0.36 4.44
O 8.32 2.35 2.32
C -7.39 2.13 5.55
S -5.87 1.16 6.07
O 5.89 6.75 -5.31
H -4.91 -0.32 4.37
H -5.20 6.67 -2.83
H 5.01 0.90 2.92
H 4.17 4.56 -5.39
C -0.35 6.61 4.37
H -4.49 5.11 -2.70
H 6.43 -4.71 -2.95
H 1.46 -9.27 -2.34
H -6.51 8.02 -0.93
H -2.51 -8.76 -2.06
H -7.64 2.39 4.52
O -5.47 -4.16 -2.32
H 5.00 6.18 -8.71
O 1.96 -5.74 6.95
H -8.22 1.46 5.81
H -1.22 4.07 3.67
H 4.61 -1.03 -4.65
C 5.60 -1.47 -4.81
C 6.13 2.52 0.81
H -5.18 7.80 0.24
H 0.27 1.50 -0.68
Tl -1.12 -2.74 -6.20
H -6.25 -1.81 -1.03
H 4.90 7.60 -7.84
H -5.03 -3.70 0.49
H 4.69 -4.67 5.60
H -7.21 3.00 6.17
H -5.49 -5.43 0.28
O 4.09 -3.75 -4.87
H -1.27 -7.54 -1.78
H 0.46 -6.67 4.62
H -6.58 -4.42 1.09
O -0.01 -1.97 -1.08
H -6.88 7.46 0.68
H 6.49 6.93 -8.55
H 0.40 3.89 4.35
H 6.21 -1.04 -4.02
C 0.25 -0.69 -0.52
C -6.13 7.40 -0.11
H 1.31 -0.60 -0.24
S 5.56 -3.36 -4.77
C -1.44 -8.60 -1.96
H 5.14 -3.68 -2.44
C -0.20 0.68 -1.22
C 6.08 0.93 3.09
H 6.69 0.17 2.59
S -0.52 -8.85 -3.55
H -3.93 6.35 -1.69
H -0.90 3.07 5.04
H 0.70 6.53 4.09
H 6.11 0.86 4.17
H -0.99 -9.28 -1.23
H -0.50 7.62 4.75
H -0.27 -0.68 0.44
C 1.20 -8.45 -3.01
H 5.12 2.91 0.69
C -0.65 4.03 4.60
C -5.84 -4.40 0.30
S 2.17 -5.16 5.60
C 1.48 -6.35 4.41
S 5.76 5.76 -6.47
H -5.68 1.17 3.72
H 6.09 1.47 0.51
C -4.85 5.94 -2.10
S -6.67 -4.17 -1.36
C 4.09 4.99 -6.39
O -6.23 0.00 7.04
H 4.39 -6.32 5.45
H 3.27 5.71 -6.32
C -7.17 -2.39 -1.15
H -1.24 0.90 -0.98
O -2.34 5.98 5.72
O -7.29 5.28 -1.12
O -0.12 0.86 -2.63
H 6.86 3.02 0.17
H -0.90 6.49 3.44
C 5.57 6.76 -7.99
C 6.03 -3.71 -3.07
S -5.90 5.66 -0.64
H 1.98 -8.43 -3.78
C 3.96 -5.36 5.18
O -0.87 -7.72 -4.50
H 1.05 -7.57 -2.40
S -0.90 5.47 5.72
H 6.84 -3.11 -2.67
H 6.02 -1.10 -5.75
H -7.69 -2.11 -2.07
H 3.90 4.24 -7.15
H -6.60 -0.27 4.11
H -7.78 -2.24 -0.26
H 4.03 -5.26 4.10
S 6.82 2.57 2.53
H 2.02 -7.30 4.38
H 1.52 -5.87 3.43
```